Here is an isolated ion of composition C7H13N4S and charge +1 in a non-equilibrium geometry from OMol25. Energies are from ωB97M-V/def2-TZVPD.

For the electronic energy, the calculation gives -891.37545 Ha. For the HOMO energy, the calculation gives -12.324 eV. The molar mass comes out at 185.3 g/mol. The value obtained for the relative energy (zero: lowest compared OMol25 entry of this formula, charge and spin) is 3.632 eV. The SMILES is C1CN2C[N@+]3(CCSC3)N=C2N1.

ORCA input file:
```
! RIJCOSX wB97M-V def2-TZVPD def2/J DEFGRID3
* xyz 1 1
C -0.96785 -3.07299 0.18725
C 0.14383 -2.63797 -0.79649
N -0.07832 -1.18805 -0.80182
C 0.78300 -0.01409 -1.04122
N 0.21062 0.97174 -0.07789
C 1.26520 1.76028 0.57116
C 0.57713 2.97407 1.16833
S -0.77655 3.60958 0.02053
C -0.78556 1.96493 -0.78307
N -0.70023 0.35779 0.78950
C -0.72069 -0.87817 0.36706
N -1.08796 -1.92945 1.11259
H -1.95231 -3.25488 -0.18207
H -0.61834 -4.09812 0.64520
H 1.28891 -2.70789 -0.59893
H -0.09322 -2.97808 -1.70316
H 1.73181 -0.37052 -0.79226
H 0.80390 0.17400 -2.17688
H 1.89763 2.14611 -0.19235
H 1.63467 1.28825 1.37913
H 0.05367 2.52506 2.12466
H 1.01869 3.92275 1.40362
H -0.58071 1.87886 -1.91171
H -1.79000 1.59457 -0.77903
H -1.25732 -2.03780 2.06784
*
```